(1)
{"formula": "C7H10N4O2", "method": "wB97M-V/def2-TZVPD", "charge": 0, "smiles": "CCOC(=O)Nc1cc(N)ncn1", "symbols": ["C", "C", "O", "C", "O", "N", "C", "C", "C", "N", "N", "C", "N", "H", "H", "H", "H", "H", "H", "H", "H", "H", "H"], "positions_angstrom": [[2.620236, 1.297531, -3.468696], [1.401308, 0.562963, -3.122560], [0.992166, 1.125392, -1.759435], [0.172320, 0.145793, -1.288204], [-0.200203, -0.882847, -1.949003], [0.029995, 0.234497, 0.102343], [-0.834218, -0.365057, 0.972146], [-0.684634, -0.224136, 2.394494], [-1.698947, -0.718992, 3.210435], [-1.613895, -0.383382, 4.542719], [-2.496230, -1.578825, 2.633747], [-2.634617, -1.658388, 1.343291], [-2.005367, -0.972913, 0.391948], [2.677381, 2.464576, -3.573430], [3.523629, 1.098740, -2.724031], [2.976681, 0.954810, -4.588474], [0.578534, 0.814094, -3.756458], [1.636447, -0.471005, -3.195672], [0.898633, 0.703895, 0.509298], [0.357011, 0.068889, 2.727891], [-0.767584, -0.685701, 5.059419], [-1.425496, 0.613470, 4.588810], [-3.503150, -2.143406, 0.949422]], "forces_ev_per_angstrom": [[4.70, 1.92, -2.21], [0.17, 2.86, 0.58], [-0.81, -3.14, -1.08], [-0.77, -4.60, -0.91], [0.85, 4.45, 2.38], [2.78, 1.84, 0.09], [-3.29, -0.88, -0.07], [1.86, 0.15, -2.83], [3.26, -0.71, -2.77], [-0.06, 0.56, 2.82], [-2.11, -0.35, 2.90], [-0.38, 1.47, -1.86], [3.54, 1.02, 2.29], [-0.98, -2.11, 0.40], [-1.90, -0.02, -1.58], [-0.74, 0.56, 2.82], [-0.46, -0.10, -0.50], [-0.34, -0.85, 0.82], [-2.06, -0.68, -0.53], [-1.61, 0.22, 0.01], [-0.83, -0.81, -0.74], [-0.55, 0.18, -0.17], [-0.29, -0.97, 0.13]], "nbo_charge": [-0.64, -0.09, -0.51, 0.89, -0.61, -0.63, 0.40, -0.38, 0.42, -0.83, -0.48, 0.26, -0.44, 0.23, 0.22, 0.22, 0.20, 0.22, 0.41, 0.21, 0.39, 0.37, 0.18]}

***

(2)
{"formula": "C23H21BeN6O2S2", "method": "wB97M-V/def2-TZVPD", "charge": 1, "symbols": ["Be", "C", "C", "C", "C", "C", "C", "C", "S", "O", "O", "N", "C", "C", "C", "C", "C", "C", "C", "C", "N", "C", "H", "H", "H", "H", "H", "H", "H", "H", "H", "H", "H", "H", "H", "N", "C", "N", "S", "H", "H", "H", "H", "N", "C", "C", "C", "C", "N", "C", "C", "H", "H", "H", "H"], "positions_angstrom": [[-1.181604, -0.331361, -0.122180], [2.046833, 5.320064, -2.439109], [0.825256, 4.479739, -2.560869], [-0.206472, 4.550669, -1.595920], [-1.230852, 3.575158, -1.561784], [-1.193811, 2.576203, -2.505621], [-0.192544, 2.478006, -3.521544], [0.723322, 3.506026, -3.622781], [-2.247119, 1.116634, -2.406173], [-2.654755, 0.779890, -3.750153], [-3.275819, 1.429762, -1.423530], [-1.322125, -0.121935, -1.787772], [-1.036006, -1.354546, -2.459716], [-1.077478, -1.731990, -3.838900], [-0.983166, -3.081216, -4.156370], [-0.575969, -3.980719, -3.175761], [-0.315251, -3.630446, -1.846622], [0.042378, -4.567561, -0.862414], [-0.076262, -4.179857, 0.490669], [-0.398544, -2.841889, 0.784021], [-0.719832, -1.943563, -0.161247], [-0.639877, -2.292065, -1.495525], [2.870571, 4.661491, -1.995840], [1.944038, 6.148772, -1.741562], [2.387856, 5.678894, -3.436390], [-0.311258, 5.422074, -0.946059], [-1.982300, 3.723827, -0.804428], [-0.280494, 1.681836, -4.269005], [1.481105, 3.551341, -4.429437], [-1.281364, -0.925080, -4.531678], [-1.139183, -3.403162, -5.216379], [-0.407139, -5.062692, -3.325929], [0.395820, -5.546526, -1.132919], [-0.020536, -4.862970, 1.345989], [-0.485667, -2.569336, 1.801216], [2.581462, -2.545107, 4.083357], [1.828317, -3.519539, 4.803546], [1.211525, -3.142608, 5.936672], [1.611523, -5.061986, 4.182043], [3.226896, -1.987779, 4.636803], [3.057164, -2.978315, 3.308037], [1.297463, -2.220224, 6.338633], [0.515432, -3.767679, 6.249883], [0.511008, 2.637921, 5.877201], [0.146541, 2.361033, 4.804106], [-0.141541, 1.872161, 3.496242], [-1.168329, 2.233946, 2.613715], [-1.417766, 1.545645, 1.466697], [-0.612695, 0.522207, 1.113204], [0.493840, 0.211959, 1.862908], [0.671542, 0.799899, 3.096662], [-1.636869, 3.160734, 2.831002], [-2.272269, 1.795315, 0.829819], [1.143949, -0.556238, 1.452425], [1.471055, 0.385184, 3.718766]], "forces_ev_per_angstrom": [[0.76, -1.15, -2.37], [1.38, -0.48, -0.19], [-1.27, -0.83, -0.12], [0.00, -0.38, -1.09], [1.09, 1.10, -0.29], [0.78, -1.99, -0.40], [-1.15, 0.98, 0.26], [0.91, 0.48, 1.14], [-0.75, 0.40, -0.50], [0.35, -0.03, 0.67], [0.92, -0.36, 0.04], [-0.49, 0.61, 0.50], [0.04, 0.55, -0.68], [-0.48, 1.62, 2.47], [0.81, -1.07, -0.40], [0.46, -1.42, -0.85], [-0.63, 1.06, -0.48], [-0.29, 1.07, 2.02], [0.09, -0.08, -0.93], [-0.65, -0.66, -1.84], [0.63, 0.03, 0.27], [-0.20, -1.59, 0.75], [-0.92, 0.84, -0.72], [-0.18, 0.11, -0.16], [-0.10, -0.15, 0.77], [0.44, -0.38, 0.04], [-0.41, -0.48, -0.12], [0.16, 0.35, 0.33], [-0.57, -0.20, 0.57], [-0.18, -0.42, -0.23], [0.16, 0.22, 1.21], [-0.28, 0.74, -0.70], [-0.24, -0.34, -0.09], [0.49, 0.19, -0.55], [-0.12, 0.54, 0.91], [-0.60, -0.60, 1.16], [0.20, 0.04, -1.17], [1.04, 0.89, -0.73], [0.03, 0.72, 0.04], [-0.20, -0.05, 0.04], [0.09, -0.18, 0.02], [-0.08, -0.16, -0.11], [-0.53, -0.55, 0.67], [-0.82, -0.45, -2.04], [0.57, 1.08, 2.15], [0.12, -1.76, -1.13], [0.98, 1.31, 1.51], [0.38, -0.45, -0.02], [0.27, 0.74, 0.72], [-1.67, 0.20, -0.46], [0.78, -0.41, -0.13], [-1.02, 0.41, 0.10], [0.33, -0.19, 0.00], [-0.15, 0.10, 0.25], [-0.28, 0.47, -0.14]], "nbo_charge": [1.69, -0.64, 0.03, -0.24, -0.14, -0.36, -0.19, -0.19, 2.31, -0.93, -0.97, -1.20, 0.16, -0.19, -0.18, -0.21, -0.02, -0.07, -0.27, 0.10, -0.73, 0.12, 0.23, 0.23, 0.23, 0.22, 0.22, 0.24, 0.23, 0.26, 0.25, 0.22, 0.24, 0.26, 0.21, -0.85, 0.28, -0.78, -0.25, 0.39, 0.41, 0.40, 0.42, -0.19, 0.23, -0.06, -0.18, 0.06, -0.71, 0.09, -0.19, 0.25, 0.27, 0.24, 0.26]}

***

In the order shown, the computed energy above the lowest of the compared OMol25 structures with the same formula, charge and spin values come out to 257.9 143.0 kJ/mol.
In the order shown, the computed frontier orbital gap values come out to 9.395 6.224 eV.